# 1
Here is a 2-piece molecular cluster, C4H13NO2 overall from the OMol25 dataset. Energies are from ωB97M-V with the def2-TZVPD basis set.

```
20
Properties=species:S:1:pos:R:3:forces:R:3
C -0.95147 -0.10377 0.16769 0.0133 1.2256 -1.2853
C 0.07357 -1.18068 0.46459 -0.3046 -0.2902 0.9085
C 1.14103 -0.70683 1.44225 1.2481 0.1007 -0.0198
O 0.73139 -1.71497 -0.67444 0.3838 0.0562 -0.2605
C -2.26135 -0.14958 0.93043 0.0466 -2.1032 0.7193
N -2.21753 0.02464 2.39872 0.4139 1.0947 -0.6032
H -0.52870 0.91091 0.18901 0.2593 -0.1273 0.4720
H -1.21087 -0.14864 -0.89707 -0.2025 -0.4081 -0.0766
H -0.46504 -2.02173 0.91519 -0.1303 -0.0270 0.0790
H 2.02226 -0.45549 0.85547 0.0193 0.3034 -0.3153
H 1.56795 -1.45371 2.11819 -0.6157 -0.1868 0.0489
H 0.91420 0.19621 2.00843 -0.4040 -0.1584 0.0563
H 0.31242 -1.45065 -1.49700 -0.2227 0.0834 0.1430
H -3.01507 0.46706 0.45099 -0.0002 0.3734 0.2932
H -2.62006 -1.18714 0.83402 -0.1662 0.2169 -0.3254
H -1.84013 0.95886 2.54875 -0.1805 0.0294 0.3400
H -1.50997 -0.58168 2.80611 -0.1571 -0.1798 -0.1764
H 3.09396 3.05381 -5.75771 -0.0072 0.0844 0.0595
H 3.53131 2.34174 -4.48805 -0.0716 0.2696 -0.0210
O 3.23209 3.20163 -4.81555 0.0784 -0.3568 -0.0362
```
Positions in Å, forces in eV/Å.

Output
E_tot, eV: -9943.2650
LUMO energy, eV: 0.671
Structure (SMILES): C[C@H](O)CCN.O
Kohn-Sham gap, eV: 10.32

---

# 2
Here is C3H4N4O as an isolated structure from the OMol25 dataset. Energies are from ωB97M-V with the def2-TZVPD basis set.

```
12
Properties=species:S:1:pos:R:3:forces:R:3
C 1.85497 -0.61961 -0.23080 -1.2855 -1.6346 -1.1940
C 0.26438 1.13155 -0.03056 3.2545 -1.1868 -0.4448
C -1.53010 0.05770 -0.02174 -3.0529 -4.8574 0.4064
H 3.57004 -0.26875 0.28111 1.3121 0.3283 -1.0345
H 1.95912 -1.52572 -0.91556 -0.0631 0.7036 1.4544
H 1.05150 1.96025 -0.32639 -1.6041 -2.0887 1.1680
H -0.69596 -1.59611 1.14143 -0.1107 1.7798 -4.8302
N 2.69374 0.19645 0.16077 2.4219 0.3876 1.5255
N 0.58639 -0.23926 0.14215 -0.0658 -0.1769 -1.6687
N -0.96833 1.26316 -0.00119 -2.6170 3.0806 -0.5661
N -0.61999 -1.10337 -0.06004 3.3113 1.8247 5.2073
O -2.65786 -0.35079 -0.02172 -1.5008 1.8397 -0.0234
```
Positions in Å, forces in eV/Å.

Output
E_tot, eV: -11179.7829
LUMO energy, eV: 0.006
Kohn-Sham gap, eV: 9.48

---

# 3
Here is C5H6O4Rb as an isolated structure from the OMol25 dataset. Energies are from ωB97M-V with the def2-TZVPD basis set.

```
16
Properties=species:S:1:pos:R:3:forces:R:3
O 0.72910 -0.36853 -0.72024 1.0933 -3.1099 -2.6616
C 0.71102 0.75276 -0.04202 1.5766 1.1258 0.1709
C -0.50234 1.08179 0.75540 -0.0311 0.1904 -0.1766
C -1.35409 -0.14136 1.11522 0.0390 -0.0694 -0.1110
C -2.63806 0.24139 1.78608 -0.0372 -0.2175 0.3298
O -3.05536 -0.25320 2.80862 0.0697 0.2489 -0.3394
H 1.43960 1.52649 -0.31371 -0.2860 -0.1417 0.1870
H -1.11209 1.80608 0.18246 -0.1926 -0.0986 0.1911
H -0.17548 1.60831 1.66369 -0.1876 -0.0549 -0.0743
H -0.80457 -0.85016 1.74843 -0.1566 0.1690 -0.1898
H -1.64146 -0.66023 0.18391 0.2025 0.0918 0.2153
H -3.23355 1.02596 1.26356 0.0747 -0.0667 0.0750
O 2.99398 -0.26184 -1.96765 -1.9954 0.4025 1.2934
C 1.97620 -0.96036 -1.78715 1.9937 -0.4194 -1.2264
O 1.78732 -2.07651 -2.31398 -1.5236 1.6240 1.7437
Rb 4.87978 -2.47059 -4.36263 -0.6394 0.3258 0.5728
```
Positions in Å, forces in eV/Å.

Output
E_tot, eV: -14124.5464
Expectation value of S²: 0.75
LUMO energy (alpha / beta), eV: -1.659 / -1.660
Spin multiplicity: 2
Kohn-Sham gap (alpha / beta), eV: 3.02 / 6.91

---

no.,maximum force (eV/A)
1,2.223
2,6.435
3,4.237